{
  "formula": "C11H36N10O7",
  "method": "ωB97M-V with the def2-TZVPD basis set",
  "smiles": "NC(N)=O.NC(N)=O.NC(N)=O.NC(N)=O.NC(N)=O.CC(C)O.CC(C)O",
  "e_homo_ev": -9.0574,
  "e_above_lowest_kcal_mol": 72.2,
  "e_tot_ha": -1515.0595,
  "symbols": ["N", "C", "N", "O", "H", "H", "H", "H", "N", "C", "N", "O", "H", "H", "H", "H", "N", "C", "N", "O", "H", "H", "H", "H", "N", "C", "N", "O", "H", "H", "H", "H", "N", "C", "N", "O", "H", "H", "H", "H", "C", "C", "C", "O", "H", "H", "H", "H", "H", "H", "H", "H", "C", "C", "C", "O", "H", "H", "H", "H", "H", "H", "H", "H"],
  "positions_angstrom": [[3.7750, 2.0283, 0.3147], [4.8034, 2.7772, 0.4983], [5.3231, 3.1913, -0.6078], [5.3662, 2.7608, 1.5737], [3.4718, 1.3874, 1.0340], [3.2533, 2.1930, -0.5343], [6.1352, 3.7874, -0.5358], [4.7203, 3.2486, -1.4162], [0.3840, -1.3157, 0.3007], [0.6129, -0.3220, -0.5604], [-0.5367, 0.2117, -1.0134], [1.6645, 0.1799, -0.7696], [-0.4511, -1.8506, 0.1094], [1.2897, -1.6467, 0.6010], [-0.5347, 0.8432, -1.8017], [-1.4443, -0.0173, -0.6338], [4.1301, -1.2574, -1.6446], [5.0498, -0.6099, -2.2467], [4.5759, 0.4666, -2.7575], [6.2151, -0.9844, -2.3770], [3.2049, -0.8525, -1.6527], [4.2678, -2.2329, -1.4221], [3.5751, 0.6006, -2.7815], [5.1499, 1.0985, -3.2971], [-4.0454, -0.6610, 1.6092], [-3.0921, -1.4787, 1.7801], [-2.8182, -1.8027, 2.9913], [-2.4600, -1.8882, 0.7959], [-4.3783, -0.4065, 0.6902], [-4.6016, -0.2792, 2.3608], [-3.5671, -1.5980, 3.6373], [-2.0582, -2.4543, 3.1253], [-3.6194, -1.5947, -2.2212], [-3.9830, -1.1950, -3.4190], [-5.0764, -0.5530, -3.5604], [-3.2939, -1.4742, -4.3890], [-4.1103, -1.3334, -1.3781], [-2.6974, -2.0017, -2.1563], [-5.2667, -0.4967, -4.5507], [-5.6551, -0.2532, -2.7889], [4.5971, 0.0873, 3.3265], [3.6553, -1.1143, 3.0841], [4.3028, -2.2323, 2.4069], [3.2302, -1.5559, 4.4404], [4.9892, 0.5185, 2.4054], [5.4237, -0.1977, 3.9773], [4.1529, 1.0262, 3.6569], [2.7832, -0.7659, 2.5308], [5.1018, -2.5603, 3.0718], [4.6315, -2.0374, 1.3860], [3.6463, -3.0998, 2.3391], [2.7816, -2.3910, 4.2891], [-3.8426, 1.5954, -1.0565], [-5.1948, 1.4643, -0.3456], [-6.2787, 2.4537, -0.6580], [-5.6685, 0.1706, -0.6009], [-3.2893, 2.4582, -0.6853], [-4.0241, 1.6600, -2.1293], [-3.1896, 0.7750, -0.7590], [-5.0150, 1.4852, 0.7293], [-6.2251, 2.5574, -1.7417], [-6.1810, 3.4078, -0.1401], [-7.2257, 1.9795, -0.4001], [-6.4394, 0.1011, -0.0329]]
}

---

{
  "formula": "C11H37B2FN12O9PS",
  "method": "ωB97M-V with the def2-TZVPD basis set",
  "e_homo_ev": -11.4034,
  "e_tot_ha": -2664.8949,
  "total_charge": 1,
  "symbols": ["N", "B", "O", "N", "C", "O", "C", "C", "F", "C", "P", "S", "C", "C", "B", "O", "O", "H", "H", "H", "H", "H", "H", "H", "H", "H", "H", "H", "H", "H", "H", "H", "H", "H", "C", "O", "N", "N", "H", "H", "H", "H", "C", "O", "N", "N", "H", "H", "H", "H", "C", "O", "N", "N", "H", "H", "H", "H", "C", "O", "N", "N", "H", "H", "H", "H", "C", "O", "N", "N", "H", "H", "H", "H"],
  "positions_angstrom": [[1.8794, -1.4784, 2.5639], [0.6453, -0.8309, 2.3182], [-0.1998, -0.3091, 3.2471], [0.2101, -0.6795, 0.8243], [-0.0209, -2.0426, 0.2635], [-0.7118, -2.7124, 1.2995], [-0.8354, -1.8787, -1.0004], [-0.0499, -1.0211, -1.9751], [1.0697, -1.7869, -2.3484], [0.5398, 0.2730, -1.3946], [-0.7675, 1.6038, -1.2876], [-2.5702, 1.1601, -1.8763], [1.2176, 0.0290, -0.0464], [1.8131, 1.2336, 0.6547], [2.5857, 2.3120, -0.2604], [2.2575, 3.6411, -0.2184], [3.6567, 1.9188, -1.0216], [1.7996, -2.0060, 3.4331], [2.6917, -0.8708, 2.6357], [-1.1207, -0.5676, 3.1401], [-0.6952, -0.2062, 0.7754], [0.9400, -2.5159, 0.0856], [-0.7136, -3.6545, 1.0898], [-0.9855, -2.8642, -1.4387], [-1.8103, -1.4578, -0.7630], [-0.6032, -0.8226, -2.8863], [1.2528, 0.6073, -2.1469], [-0.7447, 1.9321, 0.0782], [-0.2125, 2.7420, -1.9307], [2.0066, -0.7046, -0.2123], [2.5457, 0.9313, 1.4057], [1.0306, 1.7728, 1.1925], [1.4871, 3.8712, -0.7462], [3.4977, 1.1277, -1.5366], [1.9877, -4.1019, 5.8519], [2.6507, -3.7500, 4.8876], [2.3779, -5.1275, 6.6573], [0.8087, -3.4958, 6.2051], [1.8586, -5.4352, 7.4571], [3.2388, -5.5883, 6.4282], [0.4981, -2.7238, 5.6490], [0.2631, -3.7719, 6.9990], [-0.8527, 4.5088, -3.6898], [-0.0555, 4.4177, -2.7427], [-1.0920, 5.6822, -4.3209], [-1.5209, 3.4215, -4.1347], [-1.7170, 5.7633, -5.1006], [-0.5981, 6.4930, -3.9987], [-1.3194, 2.5802, -3.6346], [-2.1656, 3.4043, -4.9027], [2.7855, 2.6853, 3.8201], [3.6036, 1.9187, 3.3311], [1.5612, 2.2572, 4.2672], [3.0151, 4.0189, 3.9541], [0.8781, 2.8697, 4.6708], [1.3545, 1.2788, 4.2053], [3.9026, 4.3672, 3.6415], [2.3517, 4.6596, 4.3455], [-4.1981, -4.4087, 0.9106], [-3.6886, -4.5633, -0.1879], [-3.5892, -3.6200, 1.8539], [-5.3721, -4.9928, 1.2741], [-3.9439, -3.4521, 2.7759], [-2.7269, -3.2054, 1.5593], [-5.8260, -5.5730, 0.5933], [-5.7978, -4.8723, 2.1730], [-1.2304, 1.9054, -7.5909], [-1.2504, 2.9726, -6.9977], [-1.3762, 1.8180, -8.9424], [-1.0572, 0.7123, -6.9396], [-1.3600, 0.9535, -9.4489], [-1.5018, 2.6757, -9.4465], [-0.9446, 0.7475, -5.9457], [-1.0367, -0.1754, -7.4040]]
}

---

{
  "formula": "C11H37NO7",
  "method": "ωB97M-V with the def2-TZVPD basis set",
  "smiles": "COC[C@H](C)N.CCO.CO.CO.CO.CO.CO",
  "e_homo_ev": -9.4956,
  "e_tot_ha": -1022.5601,
  "symbols": ["C", "O", "C", "C", "C", "N", "H", "H", "H", "H", "H", "H", "H", "H", "H", "H", "H", "C", "C", "O", "H", "H", "H", "H", "H", "H", "C", "O", "H", "H", "H", "H", "C", "O", "H", "H", "H", "H", "C", "O", "H", "H", "H", "H", "C", "O", "H", "H", "H", "H", "C", "O", "H", "H", "H", "H"],
  "positions_angstrom": [[2.4535, -3.9736, 0.3875], [1.3878, -4.7968, 0.8068], [0.2118, -4.7631, 0.0065], [-0.9069, -5.6934, 0.5684], [-0.6409, -7.1712, 0.6286], [-2.1500, -5.5337, -0.1868], [2.1133, -2.9381, 0.3960], [2.7562, -4.2727, -0.6161], [3.2312, -4.0292, 1.1492], [-0.1400, -3.7314, 0.0009], [0.3966, -5.1056, -1.0117], [-1.0694, -5.2967, 1.5705], [0.2269, -7.4808, 1.2109], [-0.4446, -7.5994, -0.3544], [-1.5123, -7.7121, 0.9977], [-2.3845, -4.5516, -0.1614], [-2.0049, -5.7399, -1.1648], [-6.8441, -1.2831, 5.1840], [-5.4576, -0.6834, 5.3289], [-5.1633, 0.1521, 4.2320], [-7.0957, -1.8256, 6.0954], [-6.9873, -1.9778, 4.3565], [-7.5747, -0.4852, 5.0513], [-4.7582, -1.5131, 5.2266], [-5.4340, -0.1777, 6.2942], [-4.2833, 0.5315, 4.2885], [3.9266, -0.6370, -5.3516], [4.9184, -1.6242, -5.5857], [2.9116, -1.0344, -5.3556], [3.9991, -0.1543, -4.3770], [4.0412, 0.0791, -6.1653], [5.7430, -1.1332, -5.5622], [-0.6198, 5.9068, -9.1179], [0.1140, 5.8513, -7.9660], [0.1087, 6.0101, -9.9222], [-1.1840, 4.9882, -9.2790], [-1.3313, 6.7295, -9.0469], [0.4239, 6.7391, -7.7728], [0.9526, 1.0815, 5.8565], [0.0586, 2.1481, 5.5967], [0.7529, 0.2811, 5.1440], [1.9958, 1.3802, 5.7532], [0.8707, 0.6544, 6.8560], [0.2444, 2.8248, 6.2518], [4.6478, 6.4245, 2.3682], [4.8394, 5.8295, 1.1196], [5.5677, 6.4306, 2.9528], [4.3870, 7.4743, 2.2332], [3.8560, 6.0570, 3.0208], [3.9997, 5.5400, 0.7553], [-0.7536, 3.1129, -1.8972], [0.4329, 3.8855, -2.2283], [-1.7091, 3.4998, -2.2513], [-0.5661, 2.1384, -2.3480], [-0.8331, 3.0889, -0.8103], [0.2792, 4.0791, -3.1559]]
}